No. 1
18
Properties=species:S:1:pos:R:3:forces:R:3 method="wB97M-V/def2-TZVPD" de_lowest_ev=3.2362 lumo_energy_ev=0.14 homo_ev=-8.3 max_force_ev_per_a=4.775 energy_ha=-476.325240 smiles="CC(=O)CN(C)C(=O)O" homo_lumo_gap_ev=8.4
C -0.35180 -0.86197 0.70361 2.211 -0.457 -3.696
C -2.06914 0.90467 0.86191 0.178 0.283 -0.765
C 1.61938 -1.18495 -1.36730 0.311 0.627 0.237
N -0.68185 0.47958 0.89525 0.715 1.650 0.086
C 0.27733 1.33931 0.25928 -2.612 1.923 2.652
C 0.19865 -0.79319 -1.04020 -2.548 -3.658 1.712
O 1.45829 1.29261 0.92820 1.249 -0.057 -0.227
O -0.05659 2.30736 -0.37830 0.670 -1.050 -0.204
O -0.67245 -0.74170 -1.86885 0.644 0.832 0.187
H 2.17123 0.67461 0.73262 -0.449 -0.093 -0.383
H -1.18661 -1.52957 0.88938 0.147 -0.176 -0.341
H 0.58597 -1.17455 1.15659 -0.217 -0.046 0.785
H -2.13595 1.83097 1.43128 -0.209 -0.013 -0.053
H -2.37353 1.09579 -0.17311 -0.268 0.009 0.150
H -2.72160 0.14920 1.30360 0.264 0.008 0.008
H 2.21569 -0.26949 -1.39625 0.211 -0.049 -0.243
H 1.65976 -1.69021 -2.33280 -0.072 0.234 0.024
H 2.06323 -1.82847 -0.60490 -0.223 0.033 0.072

No. 2
18
Properties=species:S:1:pos:R:3:forces:R:3 method="wB97M-V/def2-TZVPD" de_lowest_ev=3.0351 lumo_energy_ev=0.85 homo_ev=-9.3 max_force_ev_per_a=2.163 energy_ha=-476.332632 smiles="COC(=O)C(C)=O.C=N" homo_lumo_gap_ev=10.2
C 1.99638 -1.83297 -0.63159 0.798 0.027 0.403
C -1.48022 -0.98263 -0.91921 0.063 -0.236 0.989
C -0.73190 2.32048 1.09247 0.162 0.023 0.491
N 1.45331 -1.12547 0.25184 -0.362 -0.195 0.119
C 0.36869 0.60031 -0.38195 -1.203 -0.113 -1.741
C -0.33808 0.87813 0.95671 -0.086 -0.211 0.137
O -0.44729 -0.12314 -1.33602 1.529 1.406 0.604
O 1.22600 1.33914 -0.80238 -0.477 -0.623 0.193
O -0.56976 0.02760 1.77928 0.125 0.163 -0.051
H 1.70794 -1.24056 1.22891 0.307 -0.277 -0.130
H 2.81891 -2.53332 -0.45554 -0.229 -0.069 0.188
H 1.72529 -1.68103 -1.66353 -0.325 0.122 -0.328
H -1.96492 -1.35804 -1.81116 -0.044 0.026 -0.180
H -1.06207 -1.82146 -0.34517 -0.202 0.103 -0.091
H -2.21963 -0.46983 -0.28618 0.101 -0.140 -0.191
H -1.54966 2.52279 0.40462 -0.128 0.050 -0.113
H -1.04126 2.53227 2.12216 0.019 -0.084 -0.294
H 0.10828 2.94772 0.79676 -0.046 0.028 -0.006

No. 3
20
Properties=species:S:1:pos:R:3:forces:R:3 method="wB97M-V/def2-TZVPD" de_lowest_ev=0.3709 lumo_energy_ev=0.49 homo_ev=-8.9 max_force_ev_per_a=4.300 energy_ha=-1272.649346 homo_lumo_gap_ev=9.3
C -0.07605 -0.26073 2.25928 -0.551 -0.182 -0.930
C -1.00594 -1.19145 2.09078 0.071 -0.179 1.550
C 0.57313 0.31710 1.04116 -3.607 -2.176 -0.861
C -0.51989 -0.74661 -0.47343 2.172 3.220 0.946
C 0.30855 1.73469 0.87066 -1.660 2.181 -0.349
N 1.17187 0.20347 -2.68228 0.238 -1.360 1.804
O 1.58787 -2.06093 -1.47688 1.211 0.230 0.608
O -0.36825 -1.69736 -2.86099 -1.016 -0.528 -1.449
O -1.41025 0.10898 -1.11222 -0.126 0.281 0.599
S -1.24127 -1.94744 0.55546 -0.636 -1.263 -0.750
S 0.56453 -1.19782 -1.92908 -0.541 0.465 0.539
H 0.08879 0.17236 3.23443 0.107 0.146 0.081
H -1.62478 -1.59974 2.91664 0.543 0.213 -0.671
H 1.58254 0.16396 1.02126 2.640 -1.180 -0.597
H -0.25904 1.99772 -0.06853 0.807 -0.242 0.647
H 1.23704 2.27105 0.96850 0.312 0.563 -0.464
H -0.32995 2.13672 1.67974 0.124 -0.229 -0.305
H 0.50659 0.54405 -3.33994 -0.676 0.247 -0.339
H 1.48710 0.91464 -2.03394 0.110 -0.011 -0.032
H -2.27259 0.13732 -0.66064 0.480 -0.195 -0.027

No. 4
19
Properties=species:S:1:pos:R:3:forces:R:3 method="wB97M-V/def2-TZVPD" de_lowest_ev=3.8619 lumo_energy_ev=0.18 homo_ev=-10.3 max_force_ev_per_a=5.186 energy_ha=-551.547872 homo_lumo_gap_ev=10.5
O 3.82799 0.03922 -0.11823 0.058 -0.029 -0.171
C 2.56655 -0.01156 -0.70962 -0.121 0.061 -0.156
C 1.46943 -0.13761 0.32054 0.203 0.168 0.633
O 1.75339 -0.12691 1.50055 -0.228 -0.046 -0.449
C 0.06012 -0.29910 -0.19031 -0.520 -0.434 -0.489
C -0.98298 0.31854 0.74236 -0.597 0.430 1.756
O -0.79610 1.70538 0.85889 0.347 0.089 0.159
C -2.40827 0.05579 0.28258 0.694 -1.969 -4.747
N -2.91954 -1.11758 -0.01282 0.336 0.003 2.016
H 3.68865 0.08480 0.83928 -0.098 -0.024 0.043
H 2.35616 0.90147 -1.29661 0.060 -0.163 0.107
H 2.48754 -0.86125 -1.40980 0.060 0.155 0.133
H -0.02633 0.12247 -1.20248 -0.032 -0.043 0.228
H -0.10449 -1.38522 -0.29142 -0.017 0.269 0.021
H -0.87451 -0.12659 1.74149 0.311 0.293 -0.138
H -1.14757 2.11951 0.05894 -0.119 -0.064 0.029
O -2.84896 0.84630 -0.65237 -1.184 0.318 -0.429
H -2.61491 -1.85597 0.61386 -0.371 -0.554 -0.243
H -3.48615 -0.27168 -1.07484 1.217 1.541 1.695

No. 5
21
Properties=species:S:1:pos:R:3:forces:R:3 method="wB97M-V/def2-TZVPD" de_lowest_ev=11.7025 lumo_energy_ev=-1.30 homo_ev=-8.6 max_force_ev_per_a=5.330 energy_ha=-701.670832 smiles="CC[C@H](CC=O)OOO[N+](=O)[O-]" homo_lumo_gap_ev=7.3
N -3.92764 0.35549 -0.06028 -0.180 0.593 0.515
O -4.31869 1.39626 0.38542 0.117 -2.175 -0.818
O -2.33076 0.60277 -0.62638 -4.247 2.320 -2.234
O -4.37224 -0.74597 -0.26240 1.323 2.721 0.487
C 1.53744 1.80354 1.21395 -0.033 0.386 0.189
C 1.99135 0.73341 0.24894 0.097 0.233 -0.442
C 0.91796 -0.33288 0.16774 -0.067 -0.843 1.113
C 1.05290 -1.43157 -0.88098 1.569 -0.281 0.540
C -0.29414 -1.99827 -1.01350 -2.401 0.339 -1.822
O -0.75824 -3.10943 -1.04400 1.351 -1.281 0.328
O -0.20544 0.51512 0.01253 -1.989 -0.166 -0.263
O -1.59720 -0.23544 -0.04024 3.014 -0.896 3.736
H 2.28851 2.57111 1.35910 0.157 0.128 -0.025
H 0.62758 2.23990 0.80068 0.294 0.344 0.436
H 1.30449 1.36861 2.18868 -0.040 0.048 -0.014
H 2.11791 1.15692 -0.74470 0.032 0.119 -0.202
H 2.94912 0.32328 0.52515 0.266 -0.465 0.187
H 0.86911 -0.82909 1.15025 -0.168 0.134 -0.020
H 1.43809 -0.98628 -1.80365 -0.403 -0.180 -0.192
H 1.76533 -2.19724 -0.54657 0.095 0.239 -0.010
H -1.05546 -1.20024 -1.02973 1.212 -1.318 -1.490

No. 6
17
Properties=species:S:1:pos:R:3:forces:R:3 method="wB97M-V/def2-TZVPD" de_lowest_ev=2.5591 lumo_energy_ev=0.75 homo_ev=-9.3 max_force_ev_per_a=2.302 energy_ha=-724.025755 smiles="CCC1=NOC[C@@H]1S" homo_lumo_gap_ev=10.1
C -0.97875 -2.14511 1.71280 1.045 1.367 -1.529
C -1.27394 -0.66182 1.35189 -1.533 0.044 -0.188
C -0.17254 0.13580 0.72139 -0.470 0.499 0.641
C 1.69008 0.84386 -0.46944 0.137 -0.330 0.181
C 0.65024 -0.28902 -0.45108 0.193 0.428 -0.625
H -0.72897 -2.70022 0.76631 -0.507 0.258 0.981
H -0.05970 -2.07405 2.28179 0.030 -0.706 0.600
H -1.82572 -2.55627 2.24621 0.150 -0.295 0.074
H -2.09162 -0.68624 0.58681 0.355 0.192 0.636
H -1.65561 -0.08946 2.24445 0.411 -0.587 -0.920
H 2.57012 0.57878 0.12727 0.018 -0.234 -0.173
H 2.03537 1.08874 -1.52101 -0.764 0.359 1.388
H 1.04522 -1.29010 -0.35144 0.314 -0.111 0.053
H -1.04141 0.75784 -1.53065 -0.144 -0.089 -0.558
N 0.00249 1.35902 1.07849 0.983 -0.881 -0.745
O 1.05788 1.91451 0.31347 -0.268 -0.268 -0.868
S -0.38867 -0.32253 -2.00627 0.051 0.355 1.051